This record from OMol25 describes a structure of composition C2H6FOSTl in a non-equilibrium geometry. The level of theory is ωB97M-V with the def2-TZVPD basis set.

Structure (XYZ):
```
12
Properties=species:S:1:pos:R:3:forces:R:3:mulliken_charge:R:1
Tl 4.165274 0.183074 -1.163999 0.10 0.44 -0.26 0.98
F 1.734922 1.892340 -1.432475 -0.48 -1.15 0.26 -0.32
C 0.593414 -0.927752 0.418208 0.99 -1.83 -1.72 -0.79
S -0.952706 -0.688527 -0.466255 1.62 4.55 -1.19 0.82
O -0.712858 0.037480 -1.820510 0.33 -1.92 2.86 -0.15
C -1.772891 0.523375 0.624670 -1.68 -0.96 -0.54 -0.75
H 1.065858 -1.604696 -0.293574 0.40 -0.64 0.35 0.39
H 0.522900 -1.397299 1.399355 -0.56 0.04 -0.07 0.45
H 1.264876 -0.070389 0.371505 -0.79 1.11 -0.01 0.26
H -1.932384 1.440151 0.057043 0.24 0.00 -0.12 0.36
H -1.254386 0.614982 1.579059 0.28 -0.19 -0.20 0.38
H -2.722020 -0.002738 0.726973 -0.46 0.56 0.63 0.39
```
Forces are in eV/Å.

Calculated values
LUMO level	-14.8	eV
HOMO energy	-19.33	eV
net charge	+2
2S+1	1

This record from OMol25 describes a structure of composition C24H29N5O9P3PbS2. The level of theory is ωB97M-V with the def2-TZVPD basis set.

Structure (XYZ):
```
73
Properties=species:S:1:pos:R:3:forces:R:3:mulliken_charge:R:1
Pb 0.451761 -0.540294 -0.037857 -0.11 0.03 0.28 1.13
C 3.405664 -4.139194 -1.049330 0.00 0.01 0.00 -0.88
C 2.699787 -5.338851 -0.902743 -0.01 -0.01 0.00 -0.28
C 1.338290 -5.300902 -0.785225 0.00 0.00 -0.02 -0.62
C 0.644350 -4.058722 -0.815481 0.02 0.00 -0.06 0.30
N 1.344841 -2.904422 -0.927845 -0.02 -0.03 0.03 -0.04
C 2.680460 -2.969442 -1.046240 -0.01 0.00 0.05 0.10
N -0.698062 -4.136864 -0.732100 0.01 -0.01 0.00 -0.57
C -1.555330 -3.131613 -0.813319 -0.03 0.01 0.01 -0.45
N -1.377320 -1.769653 -0.958128 0.02 -0.03 -0.12 -0.31
C -2.604247 -1.174416 -0.970336 0.06 -0.14 -0.05 -0.44
N -2.942285 0.134668 -1.010054 0.10 -0.09 -0.26 -0.45
C -2.140230 1.162783 -1.331235 0.09 0.11 -0.04 0.63
C -2.782562 2.429882 -1.476911 -0.02 -0.08 -0.01 -0.86
C -2.062958 3.540969 -1.814785 0.06 0.02 -0.02 -0.08
C -0.680768 3.425785 -2.017348 -0.05 0.00 0.01 -0.89
C -0.113691 2.189840 -1.828391 -0.01 -0.01 -0.02 -0.10
N -0.796261 1.080298 -1.494778 -0.05 0.01 -0.04 -0.10
C -3.631755 -2.168237 -0.835308 0.01 0.02 0.02 0.45
C -5.027068 -2.091390 -0.781051 -0.01 0.00 -0.01 -0.26
C -5.737109 -3.264805 -0.637246 0.00 0.00 0.00 -0.66
C -5.076073 -4.510281 -0.553218 0.00 0.00 0.00 -0.59
C -3.698395 -4.587580 -0.607838 0.00 0.00 0.00 -0.05
C -2.976073 -3.402840 -0.744927 0.00 0.00 0.02 0.30
H 4.482722 -4.106037 -1.133599 0.00 0.00 0.00 0.42
H 3.223098 -6.289146 -0.878470 0.00 0.00 0.00 0.35
H 0.741252 -6.195594 -0.672905 0.00 0.00 0.00 0.41
H 3.184338 -2.016022 -1.133274 0.04 0.06 0.02 0.02
H -3.852846 2.460495 -1.320568 0.00 0.01 0.00 0.37
H -2.558987 4.499752 -1.914920 0.00 0.00 0.00 0.33
H -0.061993 4.274935 -2.269103 0.00 0.00 0.00 0.43
H 0.958208 2.059707 -1.921950 -0.01 -0.02 -0.03 0.27
H -5.523554 -1.130681 -0.842332 0.00 0.00 0.00 0.48
H -6.819790 -3.236057 -0.583698 0.00 0.00 0.00 0.38
H -5.664037 -5.414441 -0.440165 0.00 0.00 0.00 0.37
H -3.175087 -5.533431 -0.540297 0.00 0.00 0.00 0.51
C -1.106988 0.869470 4.581750 -0.01 0.01 0.01 -1.89
C -1.952555 1.356992 3.414748 0.01 -0.04 0.00 0.87
O -3.108100 2.021077 3.939198 0.00 0.02 0.00 -0.65
P -2.525352 -0.072784 2.434678 -0.37 0.23 -0.12 0.70
O -3.605132 0.501897 1.440675 0.08 0.08 0.87 -0.60
O -3.396819 -0.899991 3.511189 0.04 -0.07 0.03 -0.60
O -1.492349 -0.948940 1.828636 0.15 -0.08 -0.02 -0.63
P -0.943368 2.521285 2.365057 0.04 -0.06 0.16 0.55
O -2.143931 3.297934 1.570050 0.02 0.03 0.02 -0.85
O -0.277272 3.506241 3.247640 0.03 -0.01 -0.02 -0.84
O -0.186443 1.653659 1.403307 0.00 0.11 -0.25 0.06
H -1.721065 0.281398 5.265791 0.00 -0.01 0.00 0.40
H -0.696336 1.735876 5.098785 0.00 0.00 0.00 0.41
H -0.283881 0.252129 4.218811 0.01 0.01 0.00 0.35
H -3.418757 2.604914 3.233541 0.00 -0.01 -0.01 0.43
H -3.421761 0.354217 0.455737 -0.04 0.02 -0.42 0.44
H -3.384146 -1.830131 3.250988 0.00 0.00 0.01 0.38
H -2.284690 2.906085 0.696258 -0.02 -0.02 0.02 0.39
C 6.267126 1.263752 -3.322602 0.01 0.01 0.00 -1.06
C 5.867068 2.075358 -2.108460 0.02 0.02 0.03 -0.31
O 5.726392 1.218129 -0.974243 0.02 -0.05 -0.03 -0.49
P 4.260924 0.966740 -0.338281 -0.06 -0.01 -0.03 1.02
S 4.409851 -0.290554 1.143059 -0.02 -0.05 -0.02 -0.50
S 2.974912 0.534541 -1.815197 0.04 0.01 -0.05 -0.41
O 3.977583 2.475480 0.158255 0.00 0.06 0.01 -0.51
C 2.722378 2.756582 0.806353 0.01 -0.05 0.06 0.40
C 2.744276 4.178982 1.307555 -0.01 0.01 -0.01 -1.41
H 6.398490 1.918996 -4.187999 0.01 0.00 0.00 0.36
H 5.490471 0.533423 -3.546659 -0.01 0.01 0.00 0.22
H 7.204556 0.736517 -3.136689 -0.01 -0.01 0.00 0.28
H 4.937339 2.615862 -2.293563 -0.01 -0.02 -0.01 0.32
H 6.639834 2.805319 -1.852508 -0.01 0.01 0.00 0.36
H 2.581568 2.052810 1.629218 -0.03 0.03 -0.02 0.33
H 1.907642 2.606670 0.096635 0.01 -0.01 0.01 -0.15
H 3.536401 4.313328 2.047176 -0.02 0.00 -0.01 0.33
H 1.783365 4.406380 1.772308 0.01 -0.02 0.04 0.35
H 2.920512 4.872150 0.481791 -0.01 0.01 -0.01 0.32
```
Forces are in eV/Å.

Calculated values
LUMO level (spin up / spin down)	4.6 / 4.3	eV
HOMO energy (spin up / spin down)	-0.60 / -2.79	eV
net charge	-2
2S+1	2

This record from OMol25 describes a structure of composition C18H38FN4O5Pd in a non-equilibrium geometry. The level of theory is ωB97M-V with the def2-TZVPD basis set.

Structure (XYZ):
```
67
Properties=species:S:1:pos:R:3:forces:R:3:mulliken_charge:R:1
Pd 2.265110 -0.183979 -0.479545 -1.07 -0.34 -0.42 0.56
F 0.205562 -0.519239 -0.718200 0.65 0.05 -0.13 -0.67
C 2.504878 -4.565262 0.376993 -0.44 0.93 0.77 -1.44
C 2.079733 -3.084373 0.297242 0.27 -0.91 -0.80 0.35
C 2.344626 -2.392432 1.610647 -0.31 -0.29 0.37 -0.87
O 1.764831 -1.102650 1.568746 0.22 0.44 -0.13 0.19
C 1.861514 -0.373742 2.800060 0.48 0.33 -0.38 -0.48
N 2.867989 -2.380514 -0.762529 0.40 0.16 1.48 -0.38
H 3.543534 -4.630612 0.707676 0.06 -0.14 -0.19 0.35
H 2.351694 -5.077925 -0.567627 0.02 -0.10 0.00 0.45
H 1.887848 -5.002152 1.164689 0.06 -0.41 -0.22 0.39
H 1.033393 -3.014225 -0.004671 -0.04 0.17 0.30 0.09
H 3.423692 -2.362309 1.829161 0.04 0.23 -0.18 0.38
H 1.913431 -2.960245 2.441017 -0.20 0.00 -0.09 0.41
H 2.911877 -0.140928 3.001737 0.01 -0.34 0.30 0.31
H 1.383089 -0.934494 3.599264 0.05 0.04 0.11 0.30
H 1.378511 0.585348 2.651995 -0.32 -0.17 0.04 -0.07
H 3.815917 -2.460287 -0.383620 0.12 0.13 -0.53 0.34
H 2.870153 -2.945138 -1.606014 -0.26 0.31 -0.20 0.29
C 1.338427 3.545987 -2.631637 0.10 0.53 1.04 -1.55
C 1.458934 2.073860 -2.235252 0.11 0.34 -0.94 0.55
C 2.581011 1.464447 -3.071615 -0.05 0.43 0.53 -0.87
O 2.947785 0.183344 -2.558641 0.04 0.37 -0.19 -0.18
C 3.896560 -0.485926 -3.375908 0.12 -0.53 -0.06 -0.79
N 1.739514 1.973328 -0.784525 -0.02 -0.42 -0.47 -0.29
H 0.513342 4.021723 -2.095238 -0.36 -0.28 -0.37 0.38
H 1.274087 3.742519 -3.698147 -0.09 -0.12 -0.04 0.40
H 2.185582 4.103040 -2.208187 0.27 -0.17 -0.44 0.41
H 0.522560 1.571049 -2.477516 0.01 -0.24 0.41 0.21
H 3.434934 2.149270 -3.007898 0.22 -0.20 -0.14 0.41
H 2.274679 1.373990 -4.114075 -0.03 -0.03 -0.03 0.40
H 4.141568 -1.434562 -2.904033 -0.14 -0.02 0.03 0.22
H 4.840509 0.052463 -3.485164 -0.19 0.33 0.02 0.33
H 3.450682 -0.682746 -4.352112 0.11 0.04 -0.05 0.31
H 0.838414 2.249348 -0.348005 0.22 0.00 0.32 0.43
H 2.454627 2.669906 -0.591081 -0.08 -0.04 0.35 0.24
C -1.205379 3.521412 2.286746 -0.86 -0.30 0.42 -1.73
C -0.677920 2.168568 1.833874 0.94 0.80 -0.58 0.74
C -1.278212 1.022335 2.613420 -0.85 -0.37 -0.34 -0.62
O -0.932720 1.085216 3.969669 0.30 0.26 0.57 -0.39
C -1.712158 0.181118 4.733175 -0.50 -0.24 -0.97 -0.74
N -0.881685 2.065852 0.374310 -0.50 -1.06 0.03 -0.44
H -0.890975 4.330141 1.632930 0.16 -0.02 0.00 0.41
H -1.002374 3.759174 3.330620 0.39 -0.10 -0.08 0.38
H -2.300559 3.457802 2.251730 0.03 0.18 -0.23 0.32
H 0.420332 2.170119 1.910066 -0.07 -0.07 0.51 -0.09
H -1.029840 0.034459 2.186650 0.38 0.12 -0.04 0.33
H -2.373420 1.078874 2.485453 0.03 0.14 0.13 0.65
H -1.450393 0.164392 5.784644 0.40 0.20 -0.05 0.28
H -1.603154 -0.810596 4.272407 -0.01 -0.17 0.40 0.30
H -2.772757 0.445136 4.642151 0.01 0.03 0.11 0.32
H -0.630752 1.106982 0.096981 0.07 0.11 0.04 -0.02
H -1.885576 2.077634 0.177425 0.25 0.43 0.04 0.43
C -3.930720 -2.625452 -2.021446 -0.19 0.00 0.23 -0.43
C -2.876350 -1.803646 -1.639337 -0.64 -0.14 -0.43 -0.56
C -3.159357 -0.533704 -1.159728 0.92 -0.36 0.73 0.51
C -4.467636 -0.142110 -0.976050 0.36 -0.21 -0.46 0.11
C -5.518801 -0.931155 -1.403707 -0.58 0.03 0.26 -0.54
C -5.254788 -2.202296 -1.877867 0.64 -0.14 -0.27 -0.50
N -4.735044 1.153883 -0.358298 -0.31 0.59 -0.40 0.93
O -3.835583 1.716726 0.243509 0.12 -0.21 0.13 -0.67
O -5.834998 1.632474 -0.506164 -0.22 -0.14 0.08 -0.58
H -3.737476 -3.611402 -2.424414 0.03 -0.02 0.08 0.38
H -1.859615 -2.159145 -1.720452 0.10 0.23 -0.02 0.34
H -2.314405 0.060332 -0.839341 -0.22 0.21 0.00 -0.07
H -6.527662 -0.545334 -1.341587 0.01 -0.10 0.15 0.45
H -6.040619 -2.893672 -2.145352 -0.19 0.21 -0.08 0.38
```
Forces are in eV/Å.

Calculated values
LUMO level (spin up / spin down)	-2.6 / -4.5	eV
HOMO energy (spin up / spin down)	-11.87 / -11.87	eV
net charge	+1
2S+1	3

This record from OMol25 describes an isolated molecule of C50H38F6N2O2 in a non-equilibrium geometry. The level of theory is ωB97M-V with the def2-TZVPD basis set.

Structure (XYZ):
```
98
Properties=species:S:1:pos:R:3:forces:R:3:mulliken_charge:R:1
C -3.422829 3.140221 2.261146 -0.06 0.13 0.02 -0.67
C -2.488072 3.483958 3.240728 0.13 -0.24 -0.14 -0.82
C -1.350073 2.688013 3.422622 -0.32 0.42 0.20 0.07
C -1.130189 1.573716 2.616812 0.08 0.17 0.38 0.29
C 0.225344 0.847310 2.565915 -1.74 -0.57 1.22 3.91
C 1.048647 0.863983 3.866131 0.58 0.36 1.81 -0.60
C 2.402180 0.185727 3.864219 0.42 -0.35 0.27 0.16
C 2.885470 -0.564401 2.788729 0.37 -0.18 -0.07 0.06
C 4.218379 -0.956827 2.694824 0.05 0.30 0.37 -1.09
C 5.115735 -0.535891 3.678076 -0.14 -0.17 0.18 -0.51
C 4.619889 0.047891 4.860932 -0.10 -0.03 -0.32 -0.61
C 3.262794 0.366403 4.972962 0.07 0.03 -0.33 -0.65
O 0.706367 1.441218 4.888830 0.04 -0.68 -0.99 -0.66
C -0.121252 -0.654742 2.453740 0.99 -1.69 -1.42 -0.87
C -1.149222 -1.269983 3.351871 -0.69 -0.68 0.21 0.33
C -1.794162 -0.648322 4.433423 -0.19 -0.03 -0.07 0.05
C -2.943761 -1.220963 4.996217 0.03 -0.13 -0.13 -0.93
C -3.444816 -2.438959 4.518204 0.39 0.10 -0.10 -0.44
C -2.737174 -3.124602 3.524535 0.07 0.21 0.03 -0.66
C -1.603386 -2.551661 2.957493 -0.12 0.32 -0.09 -0.79
O 0.417586 -1.400442 1.622094 -0.88 1.17 1.28 -0.76
C -2.129386 1.170965 1.731342 -0.32 0.26 -0.14 -0.67
C -3.273691 1.951316 1.544089 0.34 -0.16 -0.06 -1.01
H -4.259833 3.806949 2.036896 0.19 -0.29 0.21 0.39
H -2.599302 4.393100 3.842727 -0.05 -0.40 -0.27 0.48
H -0.628008 2.950234 4.194925 -0.26 0.02 -0.42 0.42
H 2.234207 -0.870593 1.988353 0.12 0.13 0.03 0.53
H 4.525378 -1.573482 1.845201 0.05 0.40 0.29 0.42
H 6.188562 -0.694386 3.532268 -0.39 -0.07 0.26 0.41
H 5.305345 0.263472 5.687856 -0.32 -0.07 -0.34 0.39
H 2.864743 0.775215 5.902525 0.12 0.12 -0.38 0.45
H -1.425098 0.307793 4.803983 -0.25 -0.28 -0.06 0.48
H -3.489913 -0.695525 5.784568 0.32 -0.15 -0.24 0.41
H -4.375100 -2.860447 4.907050 0.34 0.20 -0.03 0.40
H -3.083692 -4.087140 3.143575 0.05 0.28 0.21 0.37
H -1.103584 -3.063410 2.134482 -0.08 0.23 0.28 0.39
H -2.005864 0.249433 1.159433 -0.13 0.34 0.10 0.43
H -4.011128 1.630866 0.801600 0.21 0.22 0.32 0.47
F 4.512174 9.170929 1.218917 -0.27 -0.80 0.71 -0.29
C 4.254136 8.217964 2.156663 1.42 -0.27 0.42 0.98
F 5.008668 7.104276 1.857450 -0.49 1.22 0.10 -0.26
F 4.716199 8.684951 3.364011 -0.21 -0.26 -1.38 -0.25
C 2.802597 7.823388 2.241920 -0.33 -0.57 0.52 -1.10
N 2.650500 6.829620 3.316009 0.24 0.87 -1.31 0.44
C 2.645921 7.263885 4.635215 -0.32 0.28 1.12 1.13
C 2.360610 8.614292 4.958484 -0.15 -0.52 0.15 -0.34
C 2.187120 8.989291 6.289601 0.20 -0.39 -0.06 -0.82
C 2.368000 8.052645 7.316455 0.01 0.11 0.00 -0.53
C 2.754309 6.744520 7.005435 -0.22 0.34 -0.19 -0.68
C 2.879178 6.344883 5.676951 -0.05 0.39 -0.07 -0.46
C 2.240849 5.529257 2.924495 0.17 -0.73 -0.31 -0.64
C 3.057619 4.411053 3.161045 -0.27 0.46 0.10 -0.75
C 2.664185 3.150691 2.727759 -0.14 -0.09 -0.27 -0.86
C 1.439891 2.961816 2.070968 0.20 -0.07 -0.30 0.00
C 1.063460 1.560468 1.516016 1.12 0.73 -1.12 0.99
C 0.460013 1.634733 0.100736 0.55 -0.11 -0.32 -0.14
C -0.096119 0.499574 -0.500437 -0.12 0.01 -0.34 -0.68
C -0.662646 0.545199 -1.765468 -0.24 0.70 -0.16 -1.17
C -0.702433 1.751726 -2.488209 0.72 -0.09 0.72 -0.51
N -1.308884 1.790116 -3.758666 0.13 -1.14 -0.54 0.40
C -0.975817 0.687985 -4.663879 -0.31 0.32 0.39 -1.20
C -0.139487 1.215703 -5.797358 0.84 1.28 -0.70 0.99
F 0.235083 0.261894 -6.694602 -0.33 0.68 0.80 -0.29
F -0.798034 2.201836 -6.491225 0.81 -1.04 0.38 -0.25
F 1.001877 1.798755 -5.293375 -0.88 -0.65 -0.68 -0.26
C -2.316335 2.672648 -4.136677 -1.01 0.74 -0.10 0.88
C -2.410549 3.963154 -3.579308 -0.02 0.01 -0.33 -0.48
C -3.292680 4.904055 -4.115916 -0.36 -0.54 0.14 -0.73
C -4.209047 4.528645 -5.102621 0.12 0.10 -0.24 -0.55
C -4.185675 3.224886 -5.607876 0.07 0.06 0.51 -0.68
C -3.275425 2.298507 -5.108579 0.16 0.29 0.29 -0.35
C 0.006890 2.841191 -1.964507 -0.12 -0.27 -0.20 -1.15
C 0.618599 2.761474 -0.719518 -0.35 -0.03 0.23 -0.63
C 0.618497 4.080666 1.864010 0.16 -0.02 -0.28 -0.61
C 1.042629 5.356893 2.214675 0.03 -0.16 0.59 -1.05
H 2.197233 8.724217 2.407804 0.07 -0.28 -0.30 0.39
H 2.537538 7.335645 1.299417 0.00 0.31 0.12 0.40
H 2.234634 9.355884 4.167468 0.02 -0.22 0.47 0.22
H 1.907403 10.021862 6.514059 0.13 -0.37 0.00 0.37
H 2.208719 8.351825 8.355095 0.14 -0.12 -0.34 0.36
H 2.945471 6.021477 7.797319 -0.08 0.19 -0.15 0.39
H 3.165384 5.325518 5.427560 -0.18 0.29 0.23 0.42
H 4.004405 4.550644 3.686592 -0.24 -0.08 -0.31 0.84
H 3.339325 2.305107 2.889819 -0.24 0.31 -0.12 0.33
H 2.015430 1.021461 1.399635 -0.33 0.27 0.04 1.42
H -0.087688 -0.459876 -0.000753 -0.02 0.34 -0.09 0.68
H -1.125415 -0.344694 -2.191337 0.10 0.14 0.20 0.69
H -0.367246 -0.035569 -4.121442 -0.17 -0.02 -0.24 0.53
H -1.867184 0.220928 -5.084930 0.28 -0.27 0.12 0.32
H -1.793162 4.228461 -2.725076 -0.12 0.07 -0.42 0.62
H -3.274459 5.927541 -3.735546 -0.14 -0.36 -0.02 0.37
H -4.954969 5.236942 -5.467552 0.36 -0.13 0.02 0.35
H -4.888707 2.908864 -6.380394 0.12 0.13 0.30 0.38
H -3.338058 1.265436 -5.443215 0.08 0.39 -0.16 0.28
H 0.088913 3.758414 -2.541705 0.19 -0.28 0.05 0.98
H 1.200440 3.621324 -0.392866 -0.21 -0.27 -0.01 0.70
H -0.349265 3.960834 1.367654 0.46 0.08 0.16 0.74
H 0.414159 6.220485 1.989732 0.13 -0.21 0.14 0.60
```
Forces are in eV/Å.

Calculated values
LUMO level	-0.8	eV
HOMO energy	-7.83	eV
2S+1	1

> Which value of 2S+1 does entry 1 give?

1

> Among the records above, which one has the highest 2S+1?

C18H38FN4O5Pd